Molecular formula: C12H8N7O6
Method: DFT, ωB97M-V/def2-TZVPD

As for the HOMO-LUMO gap: 5.54 eV. The calculation puts the HOMO energy at -4.46 eV. The energy relative to the best compared isomer or geometry (same formula, charge and spin) is 0.0 kcal/mol. The spin multiplicity is 1. Its total charge is -1.

```
33
Properties=species:S:1:pos:R:3:nbo_charge:R:1
O -0.672 3.985 2.901 -0.392
N 0.339 3.902 2.168 0.502
O 0.767 4.873 1.510 -0.389
C 0.985 2.645 2.055 0.005
C 2.028 2.432 1.122 -0.175
C 2.359 1.120 0.755 -0.206
C 1.684 -0.008 1.255 -0.008
C 2.177 -1.416 0.744 -0.175
C 1.591 -2.293 -0.327 -0.070
C 1.744 -1.754 -1.745 -0.114
N 3.032 -1.345 -2.192 0.487
O 3.167 -0.961 -3.388 -0.495
O 3.988 -1.350 -1.366 -0.527
C 0.667 -1.438 -2.573 -0.121
C -0.641 -1.693 -2.225 -0.400
C -0.842 -2.350 -0.992 0.331
N -1.966 -2.819 -0.393 -0.335
N -1.606 -3.346 0.779 -0.066
N -0.303 -3.260 0.949 -0.123
N 0.201 -2.643 -0.166 -0.212
N 2.399 -2.299 2.021 0.536
O 2.025 -1.928 3.136 -0.375
O 3.033 -3.351 1.798 -0.383
C 0.797 0.224 2.333 -0.115
C 0.426 1.530 2.719 -0.195
H 2.549 3.299 0.709 0.244
H 3.160 0.933 0.039 0.236
H 3.142 -1.145 0.294 0.310
H 2.106 -3.274 -0.343 0.258
H 0.920 -0.974 -3.529 0.249
H -1.478 -1.524 -2.885 0.226
H 0.358 -0.570 2.937 0.242
H -0.301 1.708 3.521 0.246
```

---

Molecular formula: C12H9AuN2S3
Method: DFT, ωB97M-V/def2-TZVPD

As for the HOMO-LUMO gap: 6.44 eV. The calculation puts the HOMO energy at -7.23 eV. The energy relative to the best compared isomer or geometry (same formula, charge and spin) is 1.6 kcal/mol. The spin multiplicity is 1. Its total charge is 0.

```
27
Properties=species:S:1:pos:R:3:nbo_charge:R:1
Au 0.634 -0.522 -0.954 0.414
S 2.845 -0.199 -0.178 -0.278
C 2.322 -0.310 1.480 -0.079
N 1.080 -0.479 1.814 -0.531
C 0.927 -0.513 3.194 0.091
C -0.281 -0.678 3.868 -0.213
C -0.282 -0.695 5.251 -0.217
C 0.908 -0.558 5.974 -0.226
C 2.117 -0.396 5.319 -0.240
C 2.112 -0.371 3.928 -0.163
S 3.439 -0.185 2.824 0.359
H -1.196 -0.797 3.301 0.221
H -1.217 -0.818 5.782 0.211
H 0.885 -0.583 7.056 0.212
H 3.041 -0.294 5.874 0.216
S -1.290 -1.209 -2.099 -0.192
C -1.333 -0.144 -3.427 0.099
N -1.754 -0.630 -4.621 -0.489
C -1.869 0.098 -5.763 0.056
C -1.562 1.417 -5.758 -0.278
C -1.130 1.989 -4.541 -0.115
C -1.013 1.235 -3.410 -0.252
H -1.984 -1.615 -4.633 0.434
H -2.193 -0.442 -6.640 0.227
H -1.643 1.998 -6.663 0.240
H -0.887 3.044 -4.505 0.234
H -0.676 1.656 -2.473 0.258
```

---

Molecular formula: C12H9BrF3InNO5STe
Method: DFT, ωB97M-V/def2-TZVPD

As for the HOMO-LUMO gap: 5.88 eV. The calculation puts the HOMO energy at -4.08 eV. The energy relative to the best compared isomer or geometry (same formula, charge and spin) is 7.8 kcal/mol. The spin multiplicity is 1. Its total charge is -1.

```
34
Properties=species:S:1:pos:R:3:mulliken_charge:R:1
In -0.654 1.701 -0.976 0.709
O -4.258 -1.263 3.228 -0.532
C -3.404 -0.683 2.360 1.085
C -2.040 -0.952 2.360 -0.669
C -1.247 -0.314 1.434 -0.503
N -1.753 0.550 0.558 -0.114
C -3.061 0.800 0.562 0.397
Br -3.620 2.044 -0.743 -0.142
C -3.938 0.211 1.437 -0.593
H -3.775 -1.855 3.816 0.293
H -1.603 -1.647 3.064 0.294
H -0.180 -0.482 1.362 0.449
H -4.994 0.431 1.422 0.456
F -0.297 5.140 -0.648 -0.193
C -0.644 5.176 0.626 0.632
F -1.979 5.270 0.701 -0.244
F -0.137 6.289 1.172 -0.245
S -0.050 3.670 1.573 1.170
O -1.287 3.034 1.985 -0.638
O 0.776 4.208 2.613 -0.686
O 0.664 2.808 0.607 -0.677
Te 0.628 -0.759 -2.154 -0.018
C 2.184 -2.196 -2.126 -0.191
C 3.338 -1.955 -2.872 -0.372
C 4.368 -2.886 -2.913 -0.432
C 4.270 -4.077 -2.207 -0.399
C 3.126 -4.328 -1.461 -0.429
C 2.096 -3.397 -1.421 -0.299
H 3.422 -1.029 -3.426 0.341
H 5.254 -2.675 -3.500 0.331
H 5.074 -4.801 -2.238 0.347
H 3.033 -5.254 -0.906 0.327
H 1.207 -3.604 -0.840 0.314
O -0.519 2.825 -2.450 -0.772
```

---

Molecular formula: C12H9BrN3O6SSn
Method: DFT, ωB97M-V/def2-TZVPD

As for the HOMO-LUMO gap: 7.73 eV. The calculation puts the HOMO energy at -5.45 eV. The energy relative to the best compared isomer or geometry (same formula, charge and spin) is 0.0 kcal/mol. The spin multiplicity is 1. Its total charge is -1.

```
33
Properties=species:S:1:pos:R:3:nbo_charge:R:1
Sn 0.884 1.819 -0.787 1.495
Br -2.018 0.631 6.856 0.027
C -1.678 -0.044 5.111 -0.071
C -1.953 -1.375 4.840 -0.243
C -1.705 -1.863 3.565 -0.212
C -1.193 -1.031 2.581 -0.188
C -0.923 0.300 2.872 -0.070
C -1.164 0.800 4.146 -0.234
C -0.366 1.232 1.823 0.763
O -0.053 2.381 2.108 -0.666
O -0.194 0.681 0.664 -0.842
H -2.357 -2.015 5.612 0.221
H -1.916 -2.901 3.342 0.213
H -1.001 -1.394 1.581 0.243
H -0.944 1.838 4.355 0.251
C 3.999 -1.151 -0.446 -0.892
S 3.016 -0.306 -1.655 2.402
O 3.116 -1.050 -2.881 -0.973
O 3.435 1.091 -1.678 -1.005
O 1.621 -0.339 -1.077 -1.078
H 5.040 -1.053 -0.745 0.238
H 3.706 -2.197 -0.429 0.239
H 3.837 -0.691 0.526 0.237
N -0.296 -0.643 -3.342 -0.803
C -0.802 0.602 -3.247 0.684
O -0.642 1.259 -2.156 -0.838
C -1.520 1.167 -4.317 -0.547
C -1.716 0.418 -5.497 0.305
N -1.833 -0.205 -6.464 -0.410
C -2.056 2.470 -4.209 0.322
N -2.494 3.535 -4.134 -0.400
H 0.406 -0.899 -2.662 0.430
H -0.237 -1.064 -4.254 0.404
```